<w>
A cluster of 32 separate species, H64O32 in total, computed with ωB97M-V/def2-TZVPD.

The geometry in XYZ format:
```
96
H64O32 ωB97M-V/def2-TZVPD
O -1.910 2.827 -3.894
H -2.512 2.410 -3.279
H -1.929 3.755 -3.657
O -0.915 -4.445 1.699
H -1.198 -4.735 2.566
H -0.045 -4.072 1.843
O -0.494 0.344 4.650
H -0.099 -0.176 5.350
H 0.043 0.159 3.880
O -0.808 -5.291 -3.407
H -0.223 -5.992 -3.694
H -0.450 -4.499 -3.809
O -0.013 4.024 3.848
H -0.280 3.717 4.714
H -0.763 3.835 3.285
O 1.151 0.151 2.615
H 0.959 -0.109 1.714
H 1.573 1.006 2.533
O -2.790 4.016 -0.193
H -2.536 4.939 -0.198
H -3.676 4.013 0.168
O 2.398 2.740 2.826
H 2.979 3.498 2.757
H 1.648 3.058 3.327
O -2.693 -3.381 -0.659
H -2.761 -2.930 0.183
H -2.522 -2.684 -1.292
O 0.693 2.237 -2.676
H -0.161 2.347 -3.093
H 0.511 2.287 -1.738
O -0.196 -3.029 -5.192
H -0.299 -2.089 -5.045
H 0.719 -3.132 -5.453
O -5.459 -3.754 -0.406
H -5.775 -3.006 0.100
H -4.508 -3.642 -0.431
O 3.549 -2.613 0.072
H 4.266 -2.375 -0.516
H 3.737 -3.517 0.324
O -2.764 0.409 3.383
H -2.844 1.344 3.196
H -1.950 0.332 3.881
O 2.748 -0.397 -3.771
H 3.628 -0.364 -4.146
H 2.821 0.075 -2.942
O 0.235 -3.431 -0.854
H 1.187 -3.501 -0.918
H 0.080 -2.534 -0.559
O -2.497 -1.532 1.338
H -1.581 -1.325 1.520
H -2.994 -0.907 1.867
O 0.635 4.551 1.061
H 1.572 4.397 0.940
H 0.543 4.760 1.990
O -2.609 3.100 2.399
H -2.516 3.312 1.470
H -3.260 3.722 2.723
O 0.343 -0.422 -4.516
H 0.070 0.196 -3.838
H 1.280 -0.546 -4.365
O 0.101 2.000 0.537
H -0.297 2.840 0.766
H 1.024 2.100 0.770
O 4.085 3.657 0.178
H 4.997 3.718 -0.105
H 3.668 3.095 -0.476
O -0.043 -3.078 4.768
H 0.364 -2.433 5.347
H -0.617 -2.563 4.202
O 3.621 1.907 -2.105
H 4.386 2.308 -2.517
H 2.898 2.100 -2.701
O -0.047 -0.499 0.113
H -0.622 -0.651 -0.637
H 0.073 0.451 0.134
O -1.957 -0.758 -2.085
H -2.242 -0.809 -2.997
H -2.279 0.090 -1.780
O 1.735 -3.382 1.835
H 2.269 -3.004 1.136
H 2.116 -3.035 2.642
O 4.512 1.096 2.820
H 3.712 1.616 2.901
H 4.380 0.573 2.030
O 3.880 0.276 0.351
H 3.606 -0.640 0.402
H 3.959 0.451 -0.587
O 2.720 -3.807 -2.813
H 3.546 -3.693 -2.344
H 2.690 -3.075 -3.429
O -2.979 1.646 -1.529
H -3.723 1.164 -1.168
H -2.981 2.479 -1.058
O -5.674 0.462 -0.907
H -5.608 -0.387 -0.470
H -6.610 0.658 -0.909
```

Values from the calculation:
gap between HOMO and LUMO	7.88	eV
2S+1	1
LUMO	-1.1	eV



<x>
A cluster of 32 separate species, H64O32 in total, computed with ωB97M-V/def2-TZVPD.

The geometry in XYZ format:
```
96
H64O32 ωB97M-V/def2-TZVPD
O -2.711 -1.545 4.872
H -3.342 -1.684 5.576
H -1.822 -1.683 5.186
O 0.072 -0.391 5.385
H 0.408 0.078 6.152
H 0.732 -1.085 5.199
O -4.106 -0.213 0.802
H -4.106 0.229 1.675
H -3.160 -0.389 0.655
O -0.596 0.951 2.907
H -0.238 0.713 3.749
H -0.298 1.787 2.659
O 4.526 -1.516 2.398
H 5.144 -1.504 3.153
H 4.282 -0.553 2.244
O -2.646 3.504 1.027
H -3.185 3.169 0.301
H -3.330 3.585 1.689
O 3.135 4.259 1.888
H 2.141 4.226 1.875
H 3.281 4.326 0.930
O -1.302 -4.999 2.382
H -1.872 -5.118 1.628
H -1.705 -4.337 2.928
O -1.172 -0.789 -6.513
H -0.426 -1.342 -6.676
H -1.836 -0.938 -7.218
O -2.168 -3.946 -0.294
H -1.929 -3.939 -1.248
H -2.128 -3.027 -0.018
O -3.297 1.095 3.187
H -2.421 1.194 2.786
H -3.149 0.282 3.753
O 1.055 -2.778 4.562
H 1.480 -3.606 4.886
H 0.941 -2.842 3.566
O 1.500 -2.198 -7.190
H 1.689 -2.391 -6.280
H 2.226 -1.640 -7.520
O -4.398 3.793 3.270
H -3.955 2.942 3.442
H -3.864 4.518 3.578
O -4.113 1.871 -0.925
H -4.942 2.011 -1.398
H -4.204 1.040 -0.406
O 3.070 -4.122 -2.343
H 3.934 -4.539 -2.303
H 2.917 -3.895 -1.406
O 0.016 2.718 1.144
H -0.980 2.614 1.104
H 0.437 2.405 0.348
O 0.648 3.324 -2.407
H 0.348 4.038 -1.800
H 0.984 3.782 -3.237
O 4.310 -0.212 -0.795
H 3.518 -0.748 -0.842
H 4.392 -0.076 -1.766
O -0.591 5.188 -0.708
H -0.395 4.840 0.169
H -1.484 4.985 -0.937
O 2.652 0.298 -3.424
H 2.621 -0.307 -4.225
H 2.302 1.057 -3.871
O 2.732 -2.569 0.200
H 3.525 -2.653 0.800
H 2.028 -2.767 0.843
O -0.598 0.263 -3.972
H -1.128 0.413 -3.191
H -1.252 0.279 -4.711
O 0.567 -2.993 1.811
H -0.074 -2.287 1.577
H 0.056 -3.822 1.771
O -1.193 -0.832 0.615
H -1.112 -0.482 -0.280
H -1.061 -0.017 1.188
O 0.702 -0.881 -1.754
H 1.160 -1.261 -1.025
H 1.288 -0.573 -2.425
O -1.470 0.974 -1.499
H -0.804 1.679 -1.514
H -2.398 1.354 -1.538
O 1.187 2.354 -4.958
H 1.236 2.400 -5.906
H 0.366 1.913 -4.712
O 1.962 -2.182 -4.387
H 1.111 -1.962 -4.023
H 2.343 -2.829 -3.770
O -3.626 -2.905 2.818
H -3.224 -2.415 3.543
H -3.845 -2.420 2.018
O 3.694 1.129 2.265
H 2.874 1.603 2.478
H 4.293 1.923 2.063
O 2.358 2.666 -0.347
H 2.975 1.944 0.013
H 2.435 2.482 -1.295
```

Values from the calculation:
gap between HOMO and LUMO	10.63	eV
2S+1	1
LUMO	0.0	eV



Which of them is most stable? Easy: <x>.



<w>
A cluster of 2 separate species, C9H14 in total, computed with ωB97M-V/def2-TZVPD.

The geometry in XYZ format:
```
23
C9H14 ωB97M-V/def2-TZVPD
C 1.095 -1.252 -2.097
C -0.236 0.802 -1.457
C -0.107 -0.590 -1.446
C -1.173 1.450 -0.581
C -2.107 0.676 0.060
C -0.982 -1.359 -0.673
C -2.094 -0.736 -0.064
H 0.423 1.367 -2.111
H -1.061 2.526 -0.485
H 2.024 -0.993 -1.575
H 1.116 -0.958 -3.147
H -2.898 1.175 0.614
H -0.764 -2.405 -0.446
H -3.027 -1.177 0.279
H 0.988 -2.321 -1.922
C 1.770 0.549 1.504
C 0.435 0.536 2.271
H 2.465 -0.197 1.876
H 1.509 0.141 0.513
H 2.217 1.508 1.261
H -0.052 -0.436 2.166
H -0.337 1.272 2.145
H 0.796 0.422 3.315
```

Values from the calculation:
gap between HOMO and LUMO (spin up / spin down)	3.35 / 7.40	eV
2S+1	2
net charge	-1
LUMO (spin up / spin down)	4.1 / 4.1	eV



<x>
A cluster of 2 separate species, C9H14 in total, computed with ωB97M-V/def2-TZVPD.

The geometry in XYZ format:
```
23
C9H14 ωB97M-V/def2-TZVPD
C -0.030 -2.250 -0.690
C -0.095 -3.284 -1.839
H -0.932 -1.641 -0.615
H 0.442 -2.671 0.188
H 0.634 -1.425 -0.956
H -1.144 -3.451 -2.127
H 0.403 -2.908 -2.727
H 0.240 -4.271 -1.517
C -1.533 1.249 -1.368
C -0.150 0.638 2.115
C 1.281 0.845 1.930
C -1.036 0.828 1.057
C -0.577 1.063 -0.234
C 1.732 1.104 0.652
C 0.849 1.237 -0.429
H -0.459 0.514 3.150
H 1.900 0.843 2.814
H -2.073 0.679 1.265
H 2.778 1.200 0.388
H -1.431 2.268 -1.793
H -2.573 1.119 -1.066
H 1.218 1.283 -1.453
H -1.291 0.608 -2.240
```

Values from the calculation:
gap between HOMO and LUMO (spin up / spin down)	3.03 / 7.00	eV
2S+1	2
net charge	-1
LUMO (spin up / spin down)	3.9 / 3.8	eV



Which of them is most stable? Easy: <x>.



<w>
A structure of composition C24H33AsCl5N2NiOSSi2, computed with ωB97M-V/def2-TZVPD.

The geometry in XYZ format:
```
70
C24H33AsCl5N2NiOSSi2 ωB97M-V/def2-TZVPD
Ni -1.113 -1.234 -0.814
C 3.545 2.569 -2.955
C 3.643 1.746 -1.677
N 3.003 0.438 -1.804
C 3.858 -0.615 -2.330
C 4.901 -1.110 -1.341
C 1.655 0.334 -1.671
S 0.929 -1.218 -1.919
N 1.045 1.492 -1.426
C -0.238 1.654 -1.085
O -1.065 0.823 -0.671
C -0.695 3.086 -1.135
C 0.203 4.133 -1.328
C -0.249 5.441 -1.370
C -1.602 5.713 -1.224
C -2.501 4.674 -1.030
C -2.050 3.365 -0.980
H 4.035 3.536 -2.832
H 2.498 2.739 -3.199
H 4.019 2.060 -3.796
H 3.185 2.278 -0.847
H 4.685 1.563 -1.414
H 4.346 -0.224 -3.232
H 3.221 -1.438 -2.643
H 5.627 -0.341 -1.076
H 5.456 -1.940 -1.781
H 4.427 -1.462 -0.428
H 1.251 3.898 -1.437
H 0.456 6.251 -1.515
H -1.956 6.737 -1.260
H -3.557 4.883 -0.915
H -2.736 2.544 -0.828
Cl -4.466 0.472 -0.849
C -4.293 -1.193 -1.341
C -3.025 -1.755 -1.358
C -2.986 -3.084 -1.745
Cl -1.377 -3.803 -1.728
C -4.081 -3.852 -2.101
Cl -3.922 -5.502 -2.566
C -5.333 -3.237 -2.066
Cl -6.741 -4.141 -2.488
C -5.442 -1.902 -1.680
Cl -7.003 -1.164 -1.621
C -1.492 -0.366 4.617
Si -1.334 0.001 2.757
C 0.166 1.153 2.576
C -2.867 0.994 2.281
As -1.302 -1.997 1.557
Si 0.842 -2.737 2.047
C 1.120 -4.348 1.093
C 2.289 -1.590 1.576
C 1.058 -3.116 3.889
H -1.507 0.567 5.187
H -0.672 -0.980 4.994
H -2.422 -0.902 4.817
H -0.059 2.092 3.092
H 0.394 1.387 1.534
H 1.066 0.732 3.030
H -2.956 1.866 2.936
H -3.778 0.400 2.374
H -2.794 1.335 1.249
H 1.225 -4.138 0.029
H 0.300 -5.055 1.220
H 2.044 -4.826 1.432
H 1.963 -0.639 1.154
H 2.895 -2.090 0.820
H 2.925 -1.382 2.440
H 0.263 -3.760 4.268
H 1.059 -2.200 4.481
H 2.016 -3.617 4.054
```

Values from the calculation:
gap between HOMO and LUMO (spin up / spin down)	6.65 / 6.92	eV
2S+1	3
net charge	-1
LUMO (spin up / spin down)	2.5 / 2.5	eV



<x>
A structure of composition C24H33AsCl5N2NiOSSi2, computed with ωB97M-V/def2-TZVPD.

The geometry in XYZ format:
```
70
C24H33AsCl5N2NiOSSi2 ωB97M-V/def2-TZVPD
Ni -0.237 -0.660 0.720
C -6.187 0.117 -1.676
C -5.375 1.266 -1.095
N -4.607 0.869 0.084
C -5.242 1.103 1.374
C -4.893 2.465 1.961
C -3.372 0.321 -0.037
S -2.491 -0.010 1.400
N -2.974 0.178 -1.313
C -1.872 -0.459 -1.689
O -1.113 -1.184 -1.003
C -1.517 -0.336 -3.146
C -0.260 -0.768 -3.556
C 0.115 -0.654 -4.889
C -0.768 -0.123 -5.819
C -2.028 0.301 -5.413
C -2.399 0.198 -4.079
H -6.804 0.463 -2.509
H -6.844 -0.318 -0.919
H -5.512 -0.660 -2.036
H -6.034 2.082 -0.791
H -4.686 1.646 -1.842
H -4.944 0.315 2.061
H -6.320 1.024 1.219
H -3.816 2.535 2.111
H -5.389 2.604 2.925
H -5.207 3.270 1.292
H 0.419 -1.178 -2.819
H 1.099 -0.982 -5.199
H -0.477 -0.037 -6.859
H -2.721 0.715 -6.135
H -3.374 0.529 -3.744
Cl 0.287 2.698 2.460
C 0.574 1.165 3.252
C 0.404 0.013 2.515
C 0.520 -1.161 3.239
Cl 0.037 -2.593 2.343
C 0.913 -1.250 4.563
Cl 1.106 -2.784 5.335
C 1.152 -0.060 5.250
Cl 1.668 -0.103 6.898
C 0.952 1.157 4.596
Cl 1.173 2.636 5.464
C 5.089 -2.527 -0.492
Si 3.680 -2.288 0.736
C 4.433 -1.528 2.285
C 3.135 -4.026 1.207
As 1.978 -1.149 -0.350
Si 2.840 1.005 -0.443
C 1.421 2.011 -1.180
C 3.412 1.871 1.130
C 4.307 1.112 -1.627
H 5.923 -3.079 -0.040
H 5.466 -1.567 -0.855
H 4.729 -3.088 -1.359
H 5.082 -2.255 2.789
H 3.657 -1.216 2.992
H 5.036 -0.651 2.038
H 4.001 -4.621 1.515
H 2.664 -4.521 0.352
H 2.415 -4.018 2.029
H 0.493 1.766 -0.653
H 1.279 1.763 -2.236
H 1.567 3.092 -1.088
H 2.579 2.380 1.621
H 4.172 2.622 0.884
H 3.841 1.171 1.847
H 4.121 0.522 -2.529
H 5.210 0.720 -1.147
H 4.509 2.150 -1.920
```

Values from the calculation:
gap between HOMO and LUMO (spin up / spin down)	6.19 / 6.68	eV
2S+1	3
net charge	-1
LUMO (spin up / spin down)	2.5 / 2.5	eV



Which of them is most stable? Easy: <w>.



<w>
The molecule C9H15N3O4, computed with ωB97M-V/def2-TZVPD.

The geometry in XYZ format:
```
31
C9H15N3O4 ωB97M-V/def2-TZVPD
N -1.791 -1.272 0.625
C -1.154 -2.406 0.895
O -1.544 -3.449 0.309
C 0.196 -2.357 1.672
C 0.951 -1.084 1.822
N 0.945 -0.273 0.705
C 0.373 1.035 0.671
O -0.149 1.574 1.694
C 0.431 1.496 -0.935
C -0.697 2.541 -1.064
C -1.216 2.261 -2.531
C -1.320 0.742 -2.286
N 0.010 0.342 -1.769
C 2.465 -1.317 2.213
O 2.883 -1.912 3.116
O 3.150 -0.649 1.306
H -2.681 -1.428 0.173
H -1.482 -0.374 1.131
H -0.147 -2.826 2.646
H 0.803 -3.151 1.253
H 0.606 -0.462 2.768
H 1.086 -0.482 -0.255
H 1.536 1.712 -1.280
H -0.137 3.553 -0.952
H -1.261 2.386 -0.115
H -2.199 2.713 -2.593
H -0.686 2.684 -3.422
H -2.161 0.642 -1.649
H -1.478 0.098 -3.143
H 0.575 0.257 -2.606
H 4.092 -0.591 1.602
```

Values from the calculation:
gap between HOMO and LUMO	9.76	eV
2S+1	1
LUMO	0.4	eV
structure (SMILES)	NC(=O)C[C@H](NC(=O)[C@@H]1CCCN1)C(=O)O



<x>
A cluster of 2 separate species, C9H15N3O4 in total, computed with ωB97M-V/def2-TZVPD.

The geometry in XYZ format:
```
31
C9H15N3O4 ωB97M-V/def2-TZVPD
C 0.077 1.252 2.178
C -0.787 -0.014 2.298
C -0.008 -1.348 2.430
O 1.412 -1.211 2.394
C 2.017 -1.709 1.218
C 1.762 -0.741 0.100
C 2.634 0.312 -0.153
N 2.365 1.189 -1.091
N 1.295 1.210 -1.884
C 0.467 0.200 -1.682
C -0.754 0.138 -2.529
C 0.673 -0.797 -0.710
H 1.051 1.159 2.641
H 0.136 1.570 1.141
H -0.433 2.057 2.695
H -1.468 0.081 3.134
H -1.408 -0.065 1.409
H -0.367 -2.043 1.677
H -0.244 -1.786 3.393
H 3.082 -1.741 1.422
H 1.652 -2.701 0.975
H 3.539 0.431 0.420
H 3.020 1.945 -1.249
H -0.556 -0.289 -3.503
H -1.155 1.139 -2.630
H -1.519 -0.427 -2.009
H -0.060 -1.581 -0.624
N -4.113 0.947 -2.866
O -4.965 1.785 -2.545
O -3.390 1.129 -3.873
O -3.956 -0.091 -2.175
```

Values from the calculation:
gap between HOMO and LUMO	4.15	eV
2S+1	1
LUMO	-2.6	eV



Which of them is most stable? Easy: <w>.